Molecular formula: C24H42N6
Method: DFT, ωB97M-V with the def2-TZVPD basis set

Calculated values
- Molar mass: 414.6 g mol⁻¹
- Charge: 0
- Total energy: -1268.11996 hartree
- Multiplicity: 1
- Gap between HOMO and LUMO: 11.7 eV
- LUMO level: 0.55 eV
- SMILES: CCCC#N.CCCC#N.CCCC#N.CCCC#N.CCCC#N.CCCC#N
- HOMO level: -11.2 eV

Each line ends with the Löwdin charge.
Atoms and positions in Å:
C: 8.668 -24.936 -1.342  -0.113
C: 9.528 -23.759 -0.858  -0.239
C: 9.515 -23.437 0.678  -0.178
C: 8.192 -23.227 1.260  -0.216
N: 7.155 -22.951 1.710  0.168
H: 8.740 -25.148 -2.408  0.073
H: 7.637 -24.830 -1.003  0.059
H: 9.009 -25.923 -1.030  0.068
H: 9.224 -22.883 -1.430  0.087
H: 10.541 -23.992 -1.189  0.104
H: 10.234 -22.643 0.880  0.112
H: 10.038 -24.267 1.153  0.113
C: 1.947 -22.392 -6.637  -0.115
C: 2.129 -22.748 -5.159  -0.258
C: 3.397 -23.614 -4.925  -0.198
C: 3.452 -24.897 -5.633  -0.218
N: 3.543 -25.915 -6.194  0.130
H: 1.188 -21.610 -6.630  0.068
H: 1.674 -23.182 -7.338  0.078
H: 2.816 -21.839 -6.992  0.070
H: 1.190 -23.230 -4.890  0.098
H: 2.249 -21.877 -4.513  0.102
H: 3.715 -23.662 -3.884  0.087
H: 4.232 -23.024 -5.302  0.109
C: 8.360 -14.351 -1.165  -0.113
C: 9.236 -15.406 -0.568  -0.292
C: 8.848 -15.856 0.820  -0.180
C: 7.512 -16.528 0.878  -0.161
N: 6.452 -17.069 0.830  0.161
H: 8.386 -13.411 -0.613  0.077
H: 7.319 -14.666 -1.235  0.076
H: 8.685 -14.098 -2.174  0.075
H: 10.307 -15.207 -0.609  0.114
H: 9.214 -16.259 -1.246  0.112
H: 8.849 -15.023 1.523  0.123
H: 9.587 -16.636 0.999  0.117
C: 4.040 -24.736 0.302  -0.106
C: 3.290 -23.736 1.138  -0.265
C: 1.795 -23.621 0.730  -0.181
C: 1.377 -23.510 -0.712  -0.192
N: 0.988 -23.407 -1.795  0.139
H: 4.960 -24.830 0.879  0.058
H: 4.222 -24.361 -0.705  0.060
H: 3.587 -25.727 0.351  0.085
H: 3.669 -22.715 1.180  0.088
H: 3.340 -24.071 2.174  0.111
H: 1.414 -22.817 1.359  0.109
H: 1.203 -24.415 1.185  0.110
C: 5.773 -21.900 -2.014  -0.093
C: 5.126 -21.028 -0.958  -0.242
C: 5.851 -19.758 -0.424  -0.179
C: 7.313 -19.989 -0.197  -0.228
N: 8.437 -20.159 -0.005  0.157
H: 5.170 -22.778 -2.244  0.046
H: 6.782 -22.260 -1.813  0.059
H: 5.785 -21.332 -2.944  0.075
H: 5.112 -21.641 -0.057  0.068
H: 4.089 -20.779 -1.184  0.113
H: 5.403 -19.378 0.494  0.077
H: 5.824 -18.959 -1.165  0.105
C: 6.201 -19.791 3.666  -0.105
C: 7.690 -19.921 3.454  -0.270
C: 8.314 -20.102 4.826  -0.198
C: 8.055 -19.022 5.774  -0.252
N: 7.892 -18.195 6.525  0.148
H: 6.017 -18.915 4.288  0.068
H: 5.722 -20.588 4.234  0.082
H: 5.646 -19.498 2.775  0.052
H: 8.092 -19.011 3.009  0.097
H: 8.057 -20.647 2.728  0.065
H: 9.401 -20.089 4.746  0.117
H: 8.031 -21.072 5.235  0.123

Molecular formula: C5H13INS
Method: DFT, ωB97M-V with the def2-TZVPD basis set

Calculated values
- Molar mass: 246.1 g mol⁻¹
- Charge: +1
- Total energy: -948.52815 hartree
- Multiplicity: 1
- Gap between HOMO and LUMO (spin up / spin down): 6.8 / 6.8 eV
- LUMO level (spin up / spin down): -4.67 / -4.67 eV
- HOMO level (spin up / spin down): -11.5 / -11.5 eV

Each line ends with the Löwdin charge.
Atoms and positions in Å:
C: 0.229 -2.280 -2.539  -0.109
C: 0.192 -1.988 -1.093  -0.338
C: 1.036 -0.715 -0.890  -0.462
C: -0.450 0.084 1.187  -0.430
C: -0.462 2.688 2.262  -0.561
N: -1.659 3.076 1.805  0.085
S: 1.192 -0.458 0.879  0.935
I: 1.312 3.363 1.369  0.995
H: -0.298 -1.488 -3.064  0.093
H: 1.258 -2.500 -2.821  0.098
H: -0.410 -3.111 -2.608  0.068
H: 0.702 -2.837 -0.382  0.171
H: -0.787 -1.744 -0.733  0.083
H: 2.073 -0.871 -1.106  0.069
H: 0.606 0.150 -1.530  0.144
H: -0.905 -0.611 1.943  0.031
H: -0.901 0.276 0.232  -0.001
H: -0.419 1.653 2.666  0.024
H: 1.948 0.768 1.020  -0.093
H: -1.829 3.721 1.083  0.103
H: -2.429 2.824 2.319  0.094

Molecular formula: CH8P4
Method: DFT, ωB97M-V with the def2-TZVPD basis set

Calculated values
- Molar mass: 144.0 g mol⁻¹
- Charge: 0
- Total energy: -1408.14861 hartree
- Multiplicity: 1
- Gap between HOMO and LUMO: 8.5 eV
- LUMO level: -0.49 eV
- SMILES: P=C(P)P.P
- HOMO level: -9.0 eV

Each line ends with the Löwdin charge.
Atoms and positions in Å:
C: 0.450 1.506 0.739  -1.357
P: -1.373 1.522 0.653  0.625
P: 1.165 0.082 -0.285  0.650
P: 1.068 2.598 1.913  0.694
P: -1.006 -2.245 -1.281  0.536
H: -1.534 0.311 1.444  -0.094
H: -1.444 0.788 -0.526  -0.179
H: 1.308 1.161 -1.292  -0.060
H: 2.598 0.167 -0.103  -0.126
H: -1.784 -3.304 -1.861  -0.179
H: 2.389 2.505 1.267  -0.144
H: -1.879 -2.216 -0.249  -0.227
H: 0.044 -2.874 -0.420  -0.139

Molecular formula: C4H9NO
Method: DFT, ωB97M-V with the def2-TZVPD basis set

Calculated values
- Molar mass: 87.1 g mol⁻¹
- Charge: 0
- Total energy: -287.62177 hartree
- Multiplicity: 1
- Gap between HOMO and LUMO: 7.7 eV
- LUMO level: 0.49 eV
- HOMO level: -7.2 eV

Each line ends with the Löwdin charge.
Atoms and positions in Å:
C: -1.709 -0.468 -0.268  -0.073
C: -0.545 1.191 -0.004  -0.430
O: -0.405 1.606 1.184  -0.131
C: 0.435 0.182 -0.489  -0.253
C: 2.032 0.155 -0.011  -0.001
N: 0.919 -0.568 0.638  0.038
H: -2.270 -0.313 0.646  0.020
H: -2.306 -0.244 -1.154  0.019
H: -1.434 -1.550 -0.332  0.025
H: -1.029 1.832 -0.763  0.128
H: 0.561 -0.044 1.464  0.157
H: 0.323 -0.264 -1.468  0.137
H: 2.556 0.798 0.705  0.103
H: 2.709 -0.540 -0.517  0.094
H: 0.861 -1.576 0.688  0.168